{
  "formula": "C4H6S",
  "method": "ωB97M-V/def2-TZVPD",
  "species": ["C", "C", "C", "C", "S", "H", "H", "H", "H", "H", "H"],
  "positions_angstrom": [[1.621, 0.026, 0.023], [0.238, -1.405, -0.007], [0.435, 0.875, 0.097], [-0.579, -0.272, 0.467], [-2.286, -0.049, -0.169], [2.591, 0.108, 0.495], [0.245, -2.516, -0.352], [0.354, 1.735, 0.756], [0.041, 1.231, -0.816], [-0.643, -0.203, 1.522], [-2.335, 1.232, 0.106]],
  "total_energy_ha": -553.959064,
  "e_lumo_ev": [0.2, 0.2],
  "e_above_lowest_kcal_mol": 133.7,
  "charge": 0,
  "homo_ha": [-0.314, -0.310],
  "multiplicity": 1,
  "homo_lumo_gap_ev": [8.73, 8.58]
}


{
  "formula": "C21H26ClN3O5S",
  "method": "ωB97M-V/def2-TZVPD",
  "species": ["O", "C", "N", "H", "C", "C", "C", "C", "C", "C", "H", "H", "H", "H", "H", "H", "H", "H", "H", "H", "H", "C", "N", "C", "O", "C", "N", "S", "O", "O", "C", "C", "C", "C", "C", "C", "H", "H", "Cl", "H", "H", "H", "H", "H", "C", "C", "C", "C", "C", "O", "H", "H", "H", "H", "H", "H", "H"],
  "positions_angstrom": [[3.284, 1.665, 1.794], [2.353, 0.908, 1.590], [1.475, 1.049, 0.591], [0.799, 0.328, 0.382], [1.573, 2.180, -0.318], [0.887, 3.408, 0.295], [-0.624, 3.218, 0.362], [-1.181, 2.985, -1.038], [-0.542, 1.747, -1.658], [0.982, 1.854, -1.687], [1.277, 2.647, -2.379], [1.399, 0.912, -2.046], [-0.910, 1.607, -2.676], [-0.828, 0.866, -1.085], [-2.266, 2.856, -0.996], [-0.970, 3.858, -1.660], [-1.087, 4.100, 0.809], [-0.855, 2.358, 0.994], [1.298, 3.576, 1.292], [1.119, 4.281, -0.318], [2.644, 2.404, -0.421], [2.077, -0.246, 2.566], [1.717, -1.519, 1.980], [0.422, -1.875, 1.973], [-0.451, -1.179, 2.479], [0.011, -3.216, 1.362], [-1.330, -3.075, 0.822], [-1.282, -2.027, -0.508], [-0.113, -1.188, -0.388], [-1.383, -2.806, -1.701], [-2.732, -0.995, -0.336], [-3.725, -1.053, -1.295], [-4.810, -0.199, -1.203], [-4.874, 0.705, -0.150], [-3.874, 0.760, 0.814], [-2.794, -0.099, 0.717], [-2.004, -0.082, 1.453], [-3.941, 1.470, 1.623], [-6.214, 1.780, -0.039], [-5.597, -0.226, -1.939], [-3.626, -1.762, -2.101], [-1.931, -2.668, 1.531], [0.649, -3.526, 0.539], [-0.004, -3.985, 2.140], [2.782, -2.265, 1.322], [2.806, -2.050, -0.158], [3.350, -1.056, -0.916], [3.003, -1.350, -2.258], [2.279, -2.500, -2.214], [2.161, -2.935, -0.952], [1.803, -3.082, -2.977], [3.265, -0.785, -3.129], [3.922, -0.222, -0.565], [3.725, -1.915, 1.748], [2.673, -3.331, 1.539], [2.967, -0.368, 3.190], [1.242, 0.065, 3.202]],
  "total_energy_ha": -2214.703724,
  "e_lumo_ev": 0.2,
  "e_above_lowest_kcal_mol": 15.5,
  "charge": 0,
  "homo_ha": -0.321,
  "multiplicity": 1,
  "smiles": "O=C(CN(Cc1ccco1)C(=O)CNS(=O)(=O)c1ccc(Cl)cc1)NC1CCCCC1",
  "homo_lumo_gap_ev": 8.91
}


{
  "formula": "C11H11NPS2",
  "method": "ωB97M-V/def2-TZVPD",
  "species": ["C", "C", "C", "C", "C", "C", "C", "C", "C", "C", "C", "N", "P", "S", "S", "H", "H", "H", "H", "H", "H", "H", "H", "H", "H", "H"],
  "positions_angstrom": [[4.022, 0.713, 0.387], [3.263, 0.696, 1.520], [3.373, 0.799, -0.858], [-2.946, -2.600, -0.350], [-3.434, -1.589, 0.431], [-1.699, -2.443, -0.893], [1.909, 0.810, 1.494], [2.024, 0.868, -0.946], [-2.718, -0.414, 0.631], [-1.079, -1.218, -0.749], [1.333, 0.917, 0.275], [-1.662, -0.221, -0.061], [-0.780, 1.421, 0.260], [-1.633, 2.425, 1.621], [-1.047, 2.030, -1.755], [5.099, 0.524, 0.348], [3.762, 0.574, 2.534], [3.829, 0.593, -1.721], [-3.620, -3.316, -0.495], [-4.318, -1.685, 0.882], [-1.307, -3.126, -1.569], [1.361, 0.811, 2.398], [1.603, 1.320, -1.845], [-3.089, 0.304, 1.313], [-0.107, -0.963, -1.326], [-2.136, 2.769, -1.526]],
  "total_energy_ha": -1617.971784,
  "e_lumo_ev": -4.1,
  "e_above_lowest_kcal_mol": 13.4,
  "charge": 1,
  "homo_ha": -0.475,
  "multiplicity": 1,
  "smiles": "S=[P@@](S)(c1ccccc1)[n+]1ccccc1",
  "homo_lumo_gap_ev": 8.85
}


{
  "formula": "C2H2BrOS",
  "method": "ωB97M-V/def2-TZVPD",
  "species": ["C", "C", "O", "S", "Br", "H", "H"],
  "positions_angstrom": [[-1.234, -0.977, -0.761], [0.671, 0.638, 0.228], [-1.477, -0.370, -1.728], [-1.159, -2.049, 0.392], [0.795, 1.292, 2.082], [1.404, -0.106, -0.061], [1.000, 1.571, -0.152]],
  "total_energy_ha": -3124.830954,
  "e_lumo_ev": 3.4,
  "e_above_lowest_kcal_mol": 39.8,
  "charge": -1,
  "homo_ha": -0.079,
  "multiplicity": 1,
  "homo_lumo_gap_ev": 5.56
}


{
  "formula": "C18H34B3IO6",
  "method": "ωB97M-V/def2-TZVPD",
  "species": ["C", "C", "B", "O", "B", "I", "O", "B", "C", "C", "O", "O", "C", "C", "O", "O", "H", "H", "H", "H", "H", "H", "C", "C", "C", "C", "C", "C", "H", "H", "H", "H", "H", "H", "H", "H", "H", "H", "H", "H", "H", "H", "C", "C", "C", "C", "C", "C", "H", "H", "H", "H", "H", "H", "H", "H", "H", "H", "H", "H", "H", "H"],
  "positions_angstrom": [[-6.374, -2.844, 1.606], [-5.733, -1.915, 1.215], [-4.991, -0.643, 0.815], [-5.759, 0.488, 0.607], [-5.123, 1.571, 1.148], [-6.006, 2.881, 2.587], [-3.812, 1.785, 0.783], [-3.053, 0.635, 0.723], [-1.480, 0.781, 0.691], [-1.090, 2.191, 1.024], [-0.923, 2.547, 2.143], [-0.888, 2.992, -0.053], [-1.190, 4.346, 0.125], [-2.458, 4.765, 0.803], [-0.447, 5.140, -0.329], [-3.627, -0.618, 0.674], [-7.163, -3.513, 1.745], [-1.182, 0.587, -0.336], [-1.007, 0.099, 1.375], [-2.599, 4.272, 1.746], [-2.363, 5.820, 0.987], [-3.318, 4.615, 0.174], [1.803, 0.727, 3.318], [2.302, -0.194, 2.210], [1.835, -1.641, 2.370], [2.331, -2.343, 3.634], [3.851, -2.390, 3.787], [4.548, -3.163, 2.671], [2.173, 0.427, 4.299], [2.132, 1.751, 3.142], [0.711, 0.729, 3.350], [3.393, -0.149, 2.153], [1.931, 0.184, 1.252], [2.143, -2.211, 1.489], [0.739, -1.661, 2.371], [1.942, -3.366, 3.638], [1.902, -1.857, 4.515], [4.087, -2.865, 4.743], [4.258, -1.377, 3.842], [4.189, -4.193, 2.629], [5.626, -3.190, 2.839], [4.381, -2.703, 1.696], [1.459, -1.549, -2.037], [2.003, -0.986, -3.346], [1.530, 0.439, -3.630], [0.016, 0.597, -3.789], [-0.610, -0.262, -4.887], [-0.086, 0.065, -6.283], [0.370, -1.614, -2.045], [1.847, -2.554, -1.864], [1.759, -0.924, -1.192], [1.732, -1.650, -4.171], [3.095, -0.985, -3.303], [2.032, 0.806, -4.529], [1.860, 1.091, -2.815], [-0.202, 1.649, -3.993], [-0.476, 0.368, -2.838], [-1.692, -0.106, -4.873], [-0.453, -1.323, -4.676], [-0.276, 1.111, -6.533], [-0.581, -0.554, -7.032], [0.986, -0.117, -6.365]],
  "total_energy_ha": -1530.233197,
  "e_lumo_ev": 0.1,
  "e_above_lowest_kcal_mol": 8.1,
  "charge": 0,
  "homo_ha": -0.378,
  "multiplicity": 1,
  "homo_lumo_gap_ev": 10.39
}